(1)
Density functional theory data (the ωB97M-V functional and the def2-TZVPD basis) for a structure of composition C3H3CuLiO3 at a distorted geometry.

As for the spin multiplicity: 2. The calculation puts the orbital gap (spin up / spin down) at 3.92 / 5.39 eV. Its max |F| is 4.755 eV/Å. The value obtained for the calculated total energy is -54140.608 eV. For the HOMO energy (spin up / spin down), the calculation gives -5.42 / -6.91 eV. Its LUMO energy (spin up / spin down) is -1.497 / -1.516 eV. As for the energy relative to the best compared isomer or geometry (same formula, charge and spin): 86.3 kcal per mole.

Last column: natural (NBO) charge in e.
Element x y z (Å)
C1 0.1475 -0.1856 -1.6593  0.169
C2 0.2444 0.2431 -0.2249  -0.198
O1 -1.0676 0.5083 0.2820  -0.553
O2 -0.0527 -1.4349 -1.9132  -0.995
H1 0.8724 1.1489 -0.1224  0.189
H2 0.7449 -0.5480 0.3587  0.165
O3 -0.1824 0.9068 2.2711  -0.835
C3 -1.2255 0.8329 1.5795  0.353
Li1 1.0128 -2.8312 -2.2413  0.962
Cu1 -1.7609 1.3878 4.0203  0.745
H3 1.2672 -0.0281 -2.3507  -0.002

---

(2)
Density functional theory data (the ωB97M-V functional and the def2-TZVPD basis) for a structure of composition C3H3DyFO at a distorted geometry.

As for the spin multiplicity: 6. The calculation puts the orbital gap (spin up / spin down) at 8.93 / 8.03 eV. Its max |F| is 3.026 eV/Å. The value obtained for the calculated total energy is -31965.500 eV. For the HOMO energy (spin up / spin down), the calculation gives -24.66 / -24.46 eV. The net charge is +3. Its LUMO energy (spin up / spin down) is -15.729 / -16.429 eV.

Last column: Mulliken charge in e.
Element x y z (Å)
H1 -0.7077 -1.4435 -0.9510  0.307
H2 1.0990 -1.2911 -1.0882  0.394
O1 1.2499 0.2435 2.5332  0.148
C1 0.1399 -0.7649 -1.0683  -0.486
C2 0.1496 0.3910 -0.2631  0.295
C3 0.5231 0.3223 1.6803  0.248
H3 0.5630 0.4409 -1.6549  0.378
F1 -0.5507 1.5834 -0.4386  -0.079
Dy1 -2.4660 0.5182 1.2507  1.796

---

(3)
Density functional theory data (the ωB97M-V functional and the def2-TZVPD basis) for a structure of composition C3H3ErLi2O3 at a distorted geometry.

As for the spin multiplicity: 4. The calculation puts the orbital gap (spin up / spin down) at 6.20 / 6.34 eV. Its max |F| is 2.732 eV/Å. The value obtained for the calculated total energy is -37316.958 eV. For the HOMO energy (spin up / spin down), the calculation gives -15.24 / -15.27 eV. The net charge is +2. Its LUMO energy (spin up / spin down) is -9.041 / -8.931 eV.

Last column: natural (NBO) charge in e.
Element x y z (Å)
O1 1.5697 -0.6191 1.0849  -0.850
Li1 2.1926 -1.7070 2.2989  0.984
C1 0.4458 -0.2619 0.5868  0.597
O2 0.3764 1.0404 0.0793  -0.622
C2 0.3711 1.0715 -1.4020  -0.740
H1 1.4035 0.8659 -1.7309  0.243
H2 0.1661 2.1209 -1.6635  0.228
Er1 -1.3582 -0.4117 -1.9486  2.220
C3 -0.8069 -0.9578 0.6917  -0.258
O3 -1.9426 -0.4303 0.0995  -0.991
Li2 -1.5512 1.2781 0.8486  0.963
H3 -0.8663 -1.9892 1.0553  0.225

---

(4)
Density functional theory data (the ωB97M-V functional and the def2-TZVPD basis) for a structure of composition C3H3ErLiO2 at a distorted geometry.

As for the spin multiplicity: 5. The calculation puts the orbital gap (spin up / spin down) at 4.48 / 6.43 eV. Its max |F| is 6.543 eV/Å. The value obtained for the calculated total energy is -35056.660 eV. For the HOMO energy (spin up / spin down), the calculation gives -14.45 / -16.58 eV. The net charge is +2. Its LUMO energy (spin up / spin down) is -9.968 / -10.157 eV. As for the energy relative to the best compared isomer or geometry (same formula, charge and spin): 90.3 kcal per mole.

Last column: natural (NBO) charge in e.
Element x y z (Å)
H1 -2.4256 0.3246 -0.6887  0.189
O1 1.0955 0.4625 0.6897  -1.045
C1 0.0725 -0.3655 0.7795  0.084
C2 -0.6087 -0.9252 -0.2505  -0.229
C3 -1.3134 0.4254 -0.6728  0.436
O2 -0.8023 1.4616 -1.0730  -0.655
Li1 0.7034 1.8535 -0.5102  0.947
Er1 3.4207 0.1014 1.3846  1.845
H2 -0.3081 -1.8108 -0.8058  0.246
H3 0.1659 -1.5276 1.1473  0.181

---

(5)
Density functional theory data (the ωB97M-V functional and the def2-TZVPD basis) for an isolated molecule of C3H3F at a distorted geometry.

The SMILES is C#CCF. The calculation puts the orbital gap at 11.51 eV. Its max |F| is 7.428 eV/Å. The value obtained for the calculated total energy is -5873.318 eV. For the HOMO energy, the calculation gives -10.46 eV. Its LUMO energy is 1.057 eV. As for the energy relative to the best compared isomer or geometry (same formula, charge and spin): 26.3 kcal per mole.

Last column: natural (NBO) charge in e.
Element x y z (Å)
C1 0.0172 0.2392 0.9279  0.059
C2 -0.1381 -0.6980 -0.3631  -0.098
C3 -0.0851 -1.3091 -1.3742  -0.266
H1 0.7697 -0.1483 1.4783  0.176
H2 -0.9596 0.2270 1.3530  0.175
H3 0.2389 -2.2637 -2.1143  0.273
F1 0.1319 1.4214 0.4599  -0.319

---

(6)
Density functional theory data (the ωB97M-V functional and the def2-TZVPD basis) for a cluster of 2 separate species, C3H3F in total at a distorted geometry.

The calculation puts the orbital gap (spin up / spin down) at 8.46 / 7.63 eV. Its max |F| is 6.054 eV/Å. The value obtained for the calculated total energy is -5869.296 eV. For the HOMO energy (spin up / spin down), the calculation gives -9.71 / -9.50 eV. Its LUMO energy (spin up / spin down) is -1.253 / -1.872 eV. As for the energy relative to the best compared isomer or geometry (same formula, charge and spin): 119.0 kcal per mole.

Last column: natural (NBO) charge in e.
Element x y z (Å)
C1 2.2976 0.3379 0.2268  -0.277
C2 3.4204 0.1009 -0.0974  0.223
C3 -0.2839 0.0723 -0.0500  -0.295
F1 4.6669 -0.0572 -0.0407  -0.268
H1 -0.1624 0.6908 -1.0574  0.231
H2 -0.2752 0.7412 0.8118  0.205
H3 -0.7133 -0.8690 0.0312  0.180

---

(7)
Density functional theory data (the ωB97M-V functional and the def2-TZVPD basis) for a structure of composition C3H3F2I at a distorted geometry.

The calculation puts the orbital gap at 9.35 eV. Its max |F| is 10.164 eV/Å. The value obtained for the calculated total energy is -16690.335 eV. For the HOMO energy, the calculation gives -9.37 eV. Its LUMO energy is -0.023 eV. As for the energy relative to the best compared isomer or geometry (same formula, charge and spin): 95.1 kcal per mole.

Last column: natural (NBO) charge in e.
Element x y z (Å)
C1 -0.4112 -2.0092 -0.4668  -0.257
C2 -0.3811 -1.1231 -1.2318  -0.275
C3 0.2697 1.2613 0.9073  0.428
F1 0.5932 2.1542 0.0728  -0.313
F2 -1.0770 1.2320 1.1576  -0.368
I1 0.1907 0.1674 -2.7566  0.291
H1 -0.2547 -2.7873 0.3390  0.263
H2 0.1161 0.0026 0.3519  0.100
H3 0.9543 1.1020 1.6267  0.129

---

(8)
Density functional theory data (the ωB97M-V functional and the def2-TZVPD basis) for an isolated molecule of C3H3F2I at a distorted geometry.

The SMILES is FC1(F)C[C@@H]1I. The calculation puts the orbital gap at 9.88 eV. Its max |F| is 4.428 eV/Å. The value obtained for the calculated total energy is -16693.172 eV. For the HOMO energy, the calculation gives -9.56 eV. Its LUMO energy is 0.316 eV. As for the energy relative to the best compared isomer or geometry (same formula, charge and spin): 29.7 kcal per mole.

Last column: natural (NBO) charge in e.
Element x y z (Å)
C1 0.5121 0.5512 0.4768  -0.487
C2 -0.5140 0.3625 -0.7106  -0.436
C3 0.2809 -0.7881 0.0276  0.693
F1 1.3322 -1.6201 -0.6144  -0.361
F2 -0.4288 -1.6666 0.7270  -0.306
I1 -2.4058 0.7565 0.0380  0.157
H1 1.4234 0.9655 0.2721  0.242
H2 0.1995 0.8612 1.5025  0.253
H3 -0.3995 0.5779 -1.7189  0.246

---

(9)
Density functional theory data (the ωB97M-V functional and the def2-TZVPD basis) for a cluster of 2 separate species, C3H3F2N in total at a distorted geometry.

The calculation puts the orbital gap (spin up / spin down) at 5.00 / 3.81 eV. Its max |F| is 2.486 eV/Å. The value obtained for the calculated total energy is -10077.837 eV. For the HOMO energy (spin up / spin down), the calculation gives -7.31 / -6.88 eV. Its LUMO energy (spin up / spin down) is -2.316 / -3.069 eV. As for the energy relative to the best compared isomer or geometry (same formula, charge and spin): 148.3 kcal per mole.

Last column: natural (NBO) charge in e.
Element x y z (Å)
C1 -1.2261 0.7578 0.2023  0.123
C2 1.8039 -0.0869 0.3449  0.182
C3 -1.5572 -0.4779 -0.2574  0.052
N1 -0.9193 1.8809 0.4104  -0.341
F1 2.2067 -0.1363 -0.9376  -0.290
F2 -1.3885 -0.7373 -1.5249  -0.302
H1 1.9396 -1.0497 0.8683  0.178
H2 1.4858 0.9489 0.7054  0.215
H3 -2.3449 -1.0996 0.1886  0.184

---

(10)
Density functional theory data (the ωB97M-V functional and the def2-TZVPD basis) for a structure of composition C3H3F2N at a distorted geometry.

The calculation puts the orbital gap at 11.32 eV. Its max |F| is 3.431 eV/Å. The value obtained for the calculated total energy is -10082.392 eV. For the HOMO energy, the calculation gives -10.45 eV. Its LUMO energy is 0.873 eV. As for the energy relative to the best compared isomer or geometry (same formula, charge and spin): 43.3 kcal per mole.

Last column: natural (NBO) charge in e.
Element x y z (Å)
C1 -1.2313 0.5374 0.0568  0.045
C2 0.6639 -0.1867 -0.0740  -0.315
C3 -0.4698 -0.3421 -1.1707  0.644
N1 -0.2677 0.4065 0.8742  -0.361
F1 -0.2643 0.1642 -2.3960  -0.320
F2 -1.0091 -1.5921 -1.3139  -0.334
H1 -2.2500 1.0029 0.0048  0.211
H2 1.1602 -1.1009 0.4496  0.212
H3 1.4889 0.4089 -0.4991  0.218